Entry 1:
Molecular formula: C14H13FN2O3S
Method: DFT, ωB97M-V with the def2-TZVPD basis set

```
34
Properties=species:S:1:pos:R:3:forces:R:3:lowdin_charge:R:1
C 2.70519 -0.60733 3.90791 -0.038 -0.016 0.039 -0.05
C 2.20008 -1.45644 2.78272 -0.022 -0.027 -0.101 -0.26
C 2.10843 -2.83743 2.92612 -0.027 0.013 -0.112 -0.04
C 1.64018 -3.62805 1.89147 -0.007 -0.089 0.089 -0.07
C 1.23585 -3.05502 0.69850 -0.039 0.193 -0.090 -0.03
C 1.31294 -1.67476 0.54207 0.143 -0.120 0.328 -0.13
C 0.89948 -0.96992 -0.69864 0.431 0.269 -0.296 -0.44
O 1.38424 0.07842 -1.06176 0.069 -0.171 0.161 0.10
N -0.08244 -1.62091 -1.41830 -0.379 -0.320 -0.096 0.01
N -0.74310 -0.87761 -2.39116 -0.394 0.404 0.323 -0.10
S -2.11328 -0.10898 -1.73422 0.212 -0.344 0.030 0.68
O -2.90095 0.35745 -2.83095 0.269 0.157 -0.222 -0.28
O -2.70116 -1.01504 -0.78243 0.118 0.254 0.153 -0.30
C -1.32999 1.23120 -0.86306 -0.418 -0.586 -0.253 -0.30
C -0.76886 2.25602 -1.59880 0.042 0.174 0.043 -0.04
C -0.06226 3.24683 -0.94279 -0.019 -0.029 0.057 0.02
C 0.06169 3.16869 0.43541 -0.113 -0.165 0.006 -0.26
F 0.75643 4.12256 1.07920 -0.050 -0.077 -0.078 0.07
C -0.50478 2.14627 1.17848 0.099 0.164 -0.078 0.01
C -1.20979 1.16065 0.51039 -0.080 -0.019 0.066 -0.05
C 1.80522 -0.88983 1.58111 -0.042 -0.086 -0.086 0.02
H 1.96365 -0.56307 4.70557 0.001 0.058 0.085 0.08
H 3.61708 -1.02880 4.32620 0.071 0.033 0.060 0.08
H 2.90812 0.40488 3.56912 0.038 0.085 0.032 0.08
H 2.41548 -3.29592 3.85507 0.040 -0.058 0.098 0.11
H 1.59082 -4.69969 2.01519 0.004 -0.087 0.001 0.11
H 0.89455 -3.68020 -0.11239 -0.034 -0.084 -0.081 0.11
H -0.68138 -2.26317 -0.90178 0.161 0.190 -0.069 0.13
H -0.94120 -1.40544 -3.23211 -0.160 0.041 -0.005 0.12
H -0.88627 2.25699 -2.66958 0.073 0.095 -0.164 0.12
H 0.40196 4.06011 -1.47684 0.036 0.082 -0.041 0.12
H -0.38171 2.12579 2.24975 0.006 0.024 0.095 0.12
H -1.66470 0.33602 1.03640 -0.016 -0.068 0.118 0.12
H 1.87185 0.17713 1.42568 0.027 0.108 -0.013 0.12
```
Forces are in eV/Å.

Properties
SMILES: Cc1cccc(C(=O)NNS(=O)(=O)c2ccc(F)cc2)c1
Largest force on an atom in eV Å⁻¹: 0.76
Orbital gap in eV: 10.013
E_tot in Ha: -1374.5632
Highest occupied orbital energy in eV: -9.59
Energy above the lowest of the compared OMol25 structures with the same formula, charge and spin in eV: 0.000

---

Entry 2:
Molecular formula: C14H13FN5ReS5Sb
Method: DFT, ωB97M-V with the def2-TZVPD basis set

```
40
Properties=species:S:1:pos:R:3:forces:R:3:lowdin_charge:R:1
Re -0.62292 -0.72969 -0.32476 0.102 -0.084 -0.474 1.26
N 2.22913 -2.27259 2.08540 0.049 0.033 -0.142 0.25
C 2.90553 -2.71763 0.93552 0.033 -0.045 0.188 -0.14
C 4.05429 -3.48366 0.80887 -0.024 0.035 -0.025 0.03
C 4.47589 -3.72789 -0.48244 0.013 -0.002 -0.083 -0.02
C 3.78273 -3.21437 -1.58875 0.012 -0.014 0.061 -0.03
C 2.63770 -2.45289 -1.44372 0.030 -0.003 -0.010 -0.02
C 2.19246 -2.22451 -0.14946 -0.150 0.166 -0.089 -0.18
N 1.07769 -1.49795 0.35722 0.259 -0.027 0.074 -0.06
C 1.18608 -1.56278 1.71885 -0.143 0.015 0.168 -0.21
C 0.17367 -0.90889 2.52696 0.148 -0.024 -0.188 -0.29
C 0.00259 -0.74438 3.86341 -0.082 -0.063 0.009 -0.25
S -1.44768 0.10439 4.15412 0.078 0.098 0.036 1.20
C -1.72712 0.23663 2.48712 -0.073 -0.196 -0.025 -0.38
N -0.81480 -0.34300 1.74580 0.063 0.220 0.225 -0.15
H 2.50131 -2.46357 3.04064 0.020 -0.035 -0.008 0.20
H 4.59435 -3.86422 1.66498 -0.008 0.004 0.008 0.14
H 5.36652 -4.31798 -0.64777 0.001 -0.001 0.009 0.13
H 4.16145 -3.41310 -2.58175 0.012 -0.007 0.006 0.13
H 2.14234 -2.04493 -2.31283 -0.005 0.008 0.024 0.06
H 0.62485 -1.07929 4.67922 -0.013 -0.015 0.000 0.11
H -2.60674 0.71638 2.08206 0.008 0.010 0.009 0.11
S 0.05049 -1.03881 -5.57555 0.301 0.182 -0.004 0.08
Sb -1.99719 -2.16983 -5.54573 -0.295 -0.240 -0.367 0.97
S -0.44808 -1.52642 -2.53298 0.190 0.151 0.373 0.00
S 0.03306 0.01313 -3.78644 -0.006 0.032 -0.129 0.10
S -2.43255 -1.97377 -3.28011 -0.168 0.008 0.300 0.09
F -2.06823 -1.86018 -0.07866 -0.420 -0.077 0.032 -0.43
C 0.74318 2.51861 0.46767 -0.019 -0.013 0.038 0.03
C -0.49172 2.38315 -0.34657 0.033 0.049 0.118 -0.34
N -1.01306 1.24527 -0.81087 -0.122 -0.237 -0.032 -0.13
C -2.15498 1.57559 -1.55139 0.145 0.106 -0.073 -0.12
C -2.30166 2.91785 -1.51891 -0.012 0.030 -0.023 -0.01
N -1.24772 3.39961 -0.77688 0.054 -0.073 0.023 0.16
H 1.11001 1.53578 0.76428 -0.007 0.011 -0.015 0.06
H 0.55197 3.10168 1.36892 0.013 0.026 -0.016 0.11
H 1.53136 3.01558 -0.09927 -0.002 0.009 -0.001 0.11
H -2.77317 0.83523 -2.02910 0.003 -0.028 0.008 0.10
H -3.04203 3.56579 -1.95579 -0.013 -0.021 0.013 0.15
H -1.05752 4.37516 -0.59201 -0.005 0.010 -0.018 0.19
```
Forces are in eV/Å.

Properties
Total charge: +3
Largest force on an atom in eV Å⁻¹: 0.53
Orbital gap in eV: 5.658
E_tot in Ha: -3223.5501
Highest occupied orbital energy in eV: -17.02

---

- What is the E_tot in the second record?
  -3223.5501 Ha

---

- Look up the orbital gap of the second one.
  5.658 eV

---

- Which formula does entry 1 have?
  C14H13FN2O3S